A cluster of 10 separate species, C90H190N10O10 in total, computed with ωB97M-V with the def2-TZVPD basis set.

CARTESIAN COORDINATES (ANGSTROEM)
1 O 1.912 3.468 5.864
2 O 0.999 -1.581 -0.225
3 O 0.466 -1.112 6.145
4 O 6.821 -1.958 -5.712
5 O -0.756 -5.546 -2.438
6 O -5.052 -0.121 -5.486
7 O 0.890 7.209 -1.744
8 O -3.605 2.631 -2.686
9 O -5.482 -1.524 3.963
10 O 8.102 2.348 2.894
11 N 8.246 1.537 4.063
12 N 2.098 6.905 -0.998
13 N -3.310 3.974 -3.089
14 N -6.351 -1.673 2.854
15 N 0.254 -2.284 5.531
16 N 0.070 -0.722 0.502
17 N 1.007 3.916 4.921
18 N -1.387 -6.524 -1.717
19 N -5.050 -1.548 -5.633
20 N 5.731 -2.778 -5.615
21 C 4.052 5.237 -0.709
22 C -1.131 1.882 1.164
23 C -7.801 -1.260 3.055
24 C 1.969 6.260 4.963
25 C -4.953 -3.523 -7.253
26 C -0.977 -0.175 -0.370
27 C 9.525 0.880 4.197
28 C -3.332 5.557 -5.072
29 C -1.200 -5.342 0.515
30 C -8.169 -1.975 0.562
31 C -0.602 -8.198 -3.422
32 C -5.998 -1.380 -7.937
33 C -4.542 -2.636 1.461
34 C 0.664 -6.927 -0.192
35 C -1.807 -1.602 4.724
36 C -1.758 -7.659 -2.546
37 C -0.517 -5.221 5.255
38 C 2.648 -2.832 5.091
39 C -5.231 -1.961 -3.278
40 C 6.976 0.924 4.550
41 C 8.462 -0.741 5.925
42 C -0.469 0.473 -1.722
43 C 2.982 -3.777 -6.016
44 C 0.593 5.411 3.031
45 C -0.900 5.628 3.453
46 C 9.565 0.316 5.604
47 C 5.803 1.912 4.800
48 C -1.402 4.384 4.327
49 C -3.655 4.104 -4.590
50 C -2.854 4.834 -0.769
51 C -4.386 -2.284 -4.462
52 C -4.661 -3.745 -4.724
53 C 1.930 1.121 0.637
54 C 6.604 -4.351 -7.257
55 C -1.519 -7.797 0.324
56 C 1.822 4.517 -1.847
57 C 4.669 -2.098 -4.773
58 C -5.196 5.264 -1.795
59 C -0.080 1.186 2.147
60 C 1.886 8.742 0.466
61 C -0.872 -6.633 -0.292
62 C 2.776 4.399 3.470
63 C 9.901 -0.215 3.248
64 C 4.930 6.414 -0.200
65 C -8.330 -1.773 4.460
66 C -1.456 -4.084 4.845
67 C -4.831 -1.934 -7.093
68 C -1.176 -2.687 5.544
69 C 3.570 5.997 -2.946
70 C 10.595 1.933 4.223
71 C 3.540 -3.185 -4.764
72 C -3.327 -1.616 -7.548
73 C -1.818 -2.640 6.979
74 C -6.757 -2.527 0.527
75 C -1.903 0.793 0.404
76 C -4.293 -4.293 -6.057
77 C -3.095 6.445 -2.629
78 C -5.160 3.742 -4.939
79 C 3.979 7.453 0.431
80 C -2.385 -8.860 -1.812
81 C -1.831 -1.440 -0.812
82 C 1.493 -3.549 7.347
83 C -0.371 4.034 5.501
84 C -3.592 5.081 -2.096
85 C 1.504 5.005 4.151
86 C -0.460 4.939 6.767
87 C 5.112 -2.036 -3.271
88 C 1.564 -0.711 2.345
89 C -2.941 -7.113 -3.423
90 C -2.765 3.234 -5.337
91 C 0.927 -4.800 5.209
92 C -5.365 -0.390 0.951
93 C 0.827 0.224 1.342
94 C 3.408 8.979 -1.662
95 C 5.087 -2.425 -8.003
96 C 5.431 -3.404 -6.892
97 C 6.618 -0.109 3.441
98 C 4.088 -4.329 -6.726
99 C -0.745 2.538 5.947
100 C 2.831 5.690 -1.569
101 C -8.073 0.216 2.849
102 C -2.924 -2.078 -4.236
103 C 2.862 8.075 -0.533
104 C 1.269 -3.370 5.836
105 C -8.646 -1.985 2.003
106 C 7.198 0.029 5.932
107 C -3.713 6.737 -4.091
108 C -1.686 -9.108 -0.508
109 C 4.220 -0.748 -5.405
110 C -5.756 -1.765 1.528
111 H -2.084 -2.179 -0.052
112 H 7.524 -3.858 -6.940
113 H 1.006 9.163 -0.020
114 H 4.406 8.700 -1.999
115 H -2.277 -9.685 0.204
116 H -0.269 5.971 6.474
117 H -1.571 2.511 6.657
118 H -3.035 -0.578 -7.388
119 H 4.080 5.115 -3.333
120 H -0.979 -8.041 1.239
121 H 0.471 2.042 2.536
122 H 3.147 -0.573 -5.477
123 H 1.280 -6.685 -1.058
124 H -4.794 -0.480 0.028
125 H -6.236 0.220 0.711
126 H 3.040 -1.980 5.646
127 H -4.082 -2.981 0.535
128 H -1.330 0.617 -2.375
129 H 1.170 4.625 -2.713
130 H -7.747 -1.247 5.216
131 H 8.612 -1.507 5.164
132 H -5.740 -3.899 -4.720
133 H -2.538 0.221 1.080
134 H -4.729 0.146 1.656
135 H -1.199 1.954 5.147
136 H 1.184 -6.451 0.640
137 H 2.717 1.417 1.330
138 H 10.448 -0.006 2.329
139 H -5.167 2.692 -5.232
140 H -3.373 7.717 -4.428
141 H -4.768 -3.458 2.142
142 H -2.476 -7.549 0.783
143 H 3.665 -4.570 -7.702
144 H 5.469 2.437 3.905
145 H -2.341 5.687 -5.508
146 H -7.314 0.732 3.437
147 H -2.024 6.530 -2.814
148 H -9.006 0.405 3.380
149 H 5.333 -3.074 -3.022
150 H 4.369 -5.284 -6.281
151 H -8.101 0.645 1.847
152 H 6.642 -5.273 -6.677
153 H 1.275 6.920 5.485
154 H 1.538 8.052 1.236
155 H 4.439 0.046 -4.691
156 H -2.351 -2.345 -5.124
157 H -1.237 -1.967 -1.558
158 H -3.942 5.689 -5.965
159 H -1.422 -1.792 3.722
160 H 4.273 -1.661 -2.685
161 H 5.264 -2.750 -9.029
162 H -2.655 -6.234 -4.001
163 H -3.204 -4.319 -6.011
164 H 9.010 -0.649 2.794
165 H 2.315 2.727 5.407
166 H -6.959 -1.575 -7.462
167 H -8.312 -2.851 4.623
168 H -4.360 -4.406 -3.911
169 H 1.326 4.260 -0.911
170 H 2.297 -1.382 1.898
171 H -1.464 -3.996 3.759
172 H -3.463 7.233 -1.972
173 H 1.361 -4.863 4.211
174 H -1.435 4.959 7.254
175 H 2.444 3.548 2.875
176 H 2.418 3.623 -2.035
177 H -4.798 6.744 -4.190
178 H -5.641 5.815 -2.623
179 H -2.643 -1.025 -4.219
180 H -2.235 4.899 4.806
181 H -0.820 -4.416 0.084
182 H 0.919 -1.289 3.007
183 H -1.513 -0.602 5.045
184 H -3.157 -1.813 -8.606
185 H 5.626 -0.560 3.463
186 H 10.497 2.717 3.472
187 H -8.946 -2.300 -0.130
188 H -3.469 -8.852 -1.706
189 H 6.357 -0.652 6.062
190 H 0.145 6.876 -1.239
191 H -0.977 6.543 4.039
192 H -4.546 2.680 -2.500
193 H -5.134 -0.644 3.802
194 H -0.956 -5.300 1.577
195 H 2.851 6.118 5.587
196 H 10.698 2.676 5.015
197 H -0.773 -6.078 4.632
198 H -0.020 -7.414 -3.907
199 H -3.120 3.836 -0.420
200 H 3.584 9.904 -1.113
201 H -2.820 -2.212 6.957
202 H 6.494 -4.460 -8.336
203 H -2.642 -2.215 -6.948
204 H -3.263 5.507 -0.015
205 H 6.019 -1.458 -3.090
206 H -3.876 -6.880 -2.913
207 H -5.443 -0.893 -3.237
208 H 2.661 -2.682 -4.360
209 H 0.671 -2.438 0.057
210 H 3.902 -3.961 -4.089
211 H 2.268 9.551 1.088
212 H 2.173 -0.235 3.113
213 H -4.462 -3.917 -8.143
214 H -5.893 3.597 -4.146
215 H -6.012 -1.825 -8.933
216 H 3.685 7.036 1.395
217 H 8.154 3.239 3.247
218 H 0.886 6.400 2.680
219 H -2.471 -4.294 5.184
220 H 4.721 4.446 -1.047
221 H -6.054 -0.294 -7.867
222 H -6.216 -2.420 -3.193
223 H -5.652 4.430 -5.626
224 H 1.611 1.908 -0.047
225 H -1.624 2.614 1.803
226 H 2.488 -3.004 -6.605
227 H -2.861 -1.859 4.625
228 H -0.818 -9.761 -0.597
229 H 2.833 9.214 -2.558
230 H -6.546 -2.591 -0.540
231 H -0.578 2.547 0.501
232 H -0.521 0.623 2.969
233 H 2.765 6.276 -3.626
234 H 2.432 -2.574 4.054
235 H -5.712 4.374 -1.435
236 H 2.175 -4.492 -5.861
237 H -6.019 -3.733 -7.170
238 H 0.203 -0.199 -2.255
239 H 9.275 0.935 6.453
240 H -8.048 -0.926 0.295
241 H 1.877 -2.606 7.736
242 H 6.636 -1.229 -6.309
243 H 10.440 -0.988 3.796
244 H 8.560 -1.151 6.931
245 H -3.809 -2.070 2.037
246 H 2.287 -4.184 7.740
247 H -0.742 -5.535 6.274
248 H 0.985 -7.968 -0.202
249 H 7.360 0.612 6.839
250 H 0.659 4.654 2.249
251 H -1.647 3.634 3.575
252 H -2.442 1.302 -0.395
253 H 5.492 6.734 -1.077
254 H 0.398 4.691 7.392
255 H 0.588 -3.798 7.902
256 H -1.351 -1.963 7.695
257 H -2.740 -1.090 -1.299
258 H 4.640 8.295 0.635
259 H -1.682 -3.568 7.536
260 H 1.374 -5.615 5.779
261 H 2.361 7.003 4.267
262 H 3.691 4.788 0.216
263 H -6.688 -3.510 0.991
264 H 4.012 -2.286 -8.111
265 H -2.269 -5.202 0.673
266 H 2.467 0.596 -0.153
267 H -9.324 -1.345 4.585
268 H 10.529 -0.141 5.825
269 H -0.907 -8.841 -4.247
270 H -5.996 0.050 -5.504
271 H 7.165 -1.052 3.425
272 H 6.807 0.304 2.450
273 H -2.569 2.221 -4.987
274 H -4.607 -5.334 -5.982
275 H -9.719 -1.855 2.144
276 H -2.281 -9.890 -2.155
277 H 3.485 4.046 4.219
278 H -1.778 3.695 -5.387
279 H 11.574 1.454 4.200
280 H 0.078 1.929 6.321
281 H 5.610 -1.470 -7.953
282 H 0.097 1.401 -1.647
283 H -1.527 -4.979 -2.510
284 H -5.295 5.906 -0.920
285 H -2.407 -2.721 -3.524
286 H 3.495 -3.519 5.098
287 H 4.298 6.808 -2.932
288 H -1.565 5.747 2.597
289 H 4.892 1.407 5.123
290 H -1.785 4.975 -0.927
291 H -3.180 -7.876 -4.164
292 H 0.182 -8.649 -2.814
293 H -4.736 -2.248 -2.350
294 H 4.613 -0.534 -6.399
295 H 5.665 6.186 0.572
296 H 0.894 -0.645 5.423
297 H 6.037 2.623 5.592
298 H 3.090 5.194 2.794
299 H -8.516 -3.025 2.300
300 H -3.203 3.024 -6.313

Cartesian forces (eV/Å) of the 6 atoms listed first:
O 0.6 0.1 0.7
O -0.9 1.0 0.3
O 0.9 1.7 1.1
O 1.7 0.4 0.3
O 0.1 0.9 -0.5
O 0.5 -0.6 -0.2

The HOMO energy comes out at -8.052 eV. Its energy is -4842.26037 Eh. For the energy above the lowest of the compared OMol25 structures with the same formula, charge and spin, the calculation gives 272.21 kcal per mole. As for the SMILES: CC1(C)CCCC(C)(C)N1O.CC1(C)CCCC(C)(C)N1O.CC1(C)CCCC(C)(C)N1O.CC1(C)CCCC(C)(C)N1O.CC1(C)CCCC(C)(C)N1O.CC1(C)CCCC(C)(C)N1O.CC1(C)CCCC(C)(C)N1O.CC1(C)CCCC(C)(C)N1O.CC1(C)CCCC(C)(C)N1O.CC1(C)CCCC(C)(C)N1O. As for the gap between HOMO and LUMO: 8.36 eV.

A structure of composition F6H28O14P, computed with ωB97M-V with the def2-TZVPD basis set.

CARTESIAN COORDINATES (ANGSTROEM)
1 P 0.319 0.670 -0.096
2 F 1.288 -0.223 -0.941
3 F -0.721 0.680 -1.371
4 F -0.491 -0.644 0.498
5 F 1.394 0.596 1.187
6 F -0.651 1.575 0.848
7 F 1.036 2.005 -0.570
8 O -2.422 -1.058 -1.968
9 O -1.772 0.877 2.282
10 O 1.623 1.679 -2.753
11 O 1.449 2.708 2.534
12 O -2.394 -0.880 1.113
13 O 0.782 0.523 3.373
14 O 0.054 0.235 -3.101
15 O -0.288 -1.389 -1.792
16 O 2.887 -1.586 -2.167
17 O -2.536 0.698 -0.409
18 O 2.025 -2.030 1.042
19 O -3.192 2.160 1.007
20 O -1.097 -2.459 1.017
21 O 3.850 -0.582 0.717
22 H 0.640 -0.464 -3.392
23 H -0.568 -0.200 -2.519
24 H -1.080 -3.098 1.729
25 H 0.562 2.663 2.178
26 H -1.091 1.025 1.625
27 H 2.047 -1.838 -2.551
28 H 1.696 1.795 2.680
29 H -0.181 -2.209 0.897
30 H -0.395 -2.246 -1.378
31 H -1.470 -1.157 -1.944
32 H -2.600 -0.655 -2.817
33 H 2.537 -1.972 1.848
34 H 1.008 1.026 -3.088
35 H 4.182 -0.014 0.022
36 H 0.506 1.026 4.139
37 H -2.204 0.070 2.002
38 H -2.208 -0.228 0.437
39 H -2.577 1.574 1.449
40 H 3.244 -0.029 1.210
41 H 2.848 -0.631 -2.110
42 H -2.949 2.111 0.083
43 H -1.874 -1.643 0.860
44 H -1.871 0.646 -1.095
45 H 0.058 0.615 2.753
46 H 1.315 1.867 -1.867
47 H 0.400 -0.961 -1.282
48 H -3.368 0.610 -0.875
49 H 2.252 -1.238 0.556

Cartesian forces (eV/Å) of the 6 atoms listed first:
P 0.1 1.6 4.7
F 3.5 1.6 1.3
F 4.8 4.3 3.5
F 5.9 5.1 -2.6
F -1.0 -0.5 -2.8
F 6.1 5.0 -8.9

The HOMO energy comes out at -5.431 eV. Its energy is -2010.27547 Eh. For the energy above the lowest of the compared OMol25 structures with the same formula, charge and spin, the calculation gives 514.53 kcal per mole. As for the gap between HOMO and LUMO: 7.87 eV. As for the total charge: -1.